Formula: H24O12
Source: the Open Molecules 2025 dataset
Level of theory: wB97M-V/def2-TZVPD

The geometry in ORCA input format:
```
! wB97M-V def2-TZVPD RIJCOSX def2/J DEFGRID3
* xyz 0 1
H -1.387 1.332 -0.447
H 0.174 1.450 -0.225
H -4.551 -1.076 1.537
H -4.089 -0.966 0.214
H 1.587 -0.626 -3.231
H 0.427 0.083 -3.743
H -1.456 -0.341 -4.608
H -2.563 0.475 -5.437
H 2.572 3.216 -0.045
H 3.314 4.503 -0.496
H -2.616 -0.483 -2.618
H -3.839 -1.362 -2.394
H -0.787 -0.311 2.638
H -0.296 -1.643 2.689
H 4.413 0.736 0.792
H 3.268 1.580 1.623
H 3.014 -1.448 0.917
H 4.486 -1.274 0.479
H -1.960 1.622 3.682
H -3.341 1.545 4.321
H 1.818 -0.981 2.921
H 1.900 0.510 2.270
H -2.585 -2.938 0.625
H -2.187 -2.416 -0.817
O -0.557 1.098 -0.841
O -3.778 -1.369 0.994
O 1.102 -0.579 -4.013
O -1.785 0.517 -4.941
O 3.446 3.692 -0.014
O -2.910 -1.341 -2.712
O -0.988 -1.133 2.272
O 4.183 1.529 1.397
O 3.719 -0.828 0.646
O -2.373 1.322 4.505
O 2.365 -0.180 2.688
O -1.837 -2.877 -0.060
*
```

Output
* HOMO-LUMO gap: 9.31 eV
* LUMO level: -0.632 eV
* energy above the lowest of the compared OMol25 structures with the same formula, charge and spin: 120.0 kcal per mole
* SMILES string: O.O.O.O.O.O.O.O.O.O.O.O
* HOMO: -9.94 eV
* E: -917.1342 Eh
* molar mass: 216.2 g/mol

Want to see where the charge sits? The natural (NBO) charges in e are: 0.469, 0.469, 0.466, 0.453, 0.464, 0.467, 0.491, 0.478, 0.453, 0.462, 0.474, 0.468, 0.445, 0.451, 0.499, 0.435, 0.496, 0.470, 0.457, 0.469, 0.472, 0.461, 0.488, 0.472, -0.938, -0.916, -0.930, -0.969, -0.915, -0.939, -0.896, -0.952, -0.947, -0.926, -0.933, -0.967

---

Formula: C4H3F3
Source: the Open Molecules 2025 dataset
Level of theory: wB97M-V/def2-TZVPD

The geometry in ORCA input format:
```
! wB97M-V def2-TZVPD RIJCOSX def2/J DEFGRID3
* xyz 0 1
C 0.135 -0.310 0.739
C -1.581 0.950 0.440
C -1.101 -0.528 -0.010
C 1.357 -0.026 0.069
F -0.808 1.926 -0.041
F -1.201 -0.724 -1.397
F -2.025 -1.331 0.574
H 1.930 -0.956 -0.189
H 2.151 0.584 0.673
H 1.143 0.416 -0.857
*
```

Output
* HOMO-LUMO gap (alpha / beta): 7.53 / 7.53 eV
* LUMO level (alpha / beta): -2.032 / -2.033 eV
* energy above the lowest of the compared OMol25 structures with the same formula, charge and spin: 136.8 kcal per mole
* HOMO (alpha / beta): -9.56 / -9.56 eV
* E: -453.5483 Eh
* molar mass: 108.1 g/mol

Want to see where the charge sits? The natural (NBO) charges in e are: 0.136, 0.428, 0.405, -0.778, -0.325, -0.349, -0.301, 0.291, 0.234, 0.258

---

Number 1: strongest force on any atom 3.86 eV/Å. Number 2: strongest force on any atom 3.61 eV/Å.